The following is a quantum chemistry calculation of a 5-piece molecular cluster, C2H17N2O4 overall, from OMol25.

Each line ends with the Löwdin charge.
CARTESIAN COORDINATES (ANGSTROEM)
C1 0.42 -1.69 0.91  -0.276
N1 0.90 -3.00 1.29  0.020
C2 1.59 -0.77 0.44  -0.143
N2 0.98 0.57 0.11  0.147
H1 -0.04 -1.13 1.72  0.089
H2 -0.32 -1.71 0.09  0.120
H3 1.89 -3.10 1.43  0.076
H4 0.41 -3.68 0.73  0.073
H5 1.98 -1.19 -0.48  0.129
H6 2.36 -0.69 1.21  0.124
H7 0.19 0.38 -0.53  0.087
H8 0.62 1.01 0.98  0.115
H9 1.64 1.24 -0.28  0.156
H10 0.34 1.47 3.36  0.074
H11 1.15 0.24 3.50  0.077
O1 0.87 0.87 2.83  -0.035
H12 0.31 4.02 -0.65  0.050
H13 -0.63 3.12 -1.37  0.042
O2 -0.16 3.19 -0.52  -0.066
H14 -2.78 -1.00 -3.81  0.073
H15 -3.72 0.06 -3.35  0.068
O3 -2.98 -0.46 -3.03  -0.039
H16 -1.73 0.67 -2.33  0.043
H17 -2.00 0.76 -0.78  0.086
O4 -1.29 0.81 -1.46  -0.089

## Properties
Largest force on an atom in eV Å⁻¹: 1.72
Total charge: +1
ΔE to the lowest compared entry with this formula, charge and spin in kcal per mole: 6.2
Kohn-Sham gap in eV: 9.805
2S+1: 1